No. 1
Density functional theory data (ωB97M-V/def2-TZVPD) for a cluster of 9 separate species, C32H42ClN8O4 in total.

Last columns: bonded neighbours and bond lengths (Å).
Positions of all 87 atoms, in Å:
1 Cl 0.2717 -0.2523 1.1596  O2 1.441, O3 1.455, O4 1.442, O5 1.450
2 O -0.9465 0.5149 1.0910  Cl1 1.441
3 O 1.3374 0.6545 1.5579  Cl1 1.455
4 O 0.2346 -1.2944 2.1549  Cl1 1.442
5 O 0.5372 -0.8224 -0.1467  Cl1 1.450
6 C -3.1480 -1.7664 3.2928  C7 1.530, H11 1.085, H12 1.092, H13 1.091
7 C -4.3699 -1.6074 2.3863  C6 1.530, C8 1.530, H14 1.093, H15 1.091
8 C -4.3696 -0.2702 1.6428  C7 1.530, C9 1.466, H16 1.090, H17 1.093
9 C -4.3572 0.8738 2.5590  C8 1.466, N10 1.147
10 N -4.3613 1.7535 3.2946  C9 1.147
11 H -2.2246 -1.6953 2.7271  C6 1.085
12 H -3.2314 -2.7420 3.7759  C6 1.092
13 H -3.1760 -1.0138 4.0820  C6 1.091
14 H -5.2573 -1.7145 3.0149  C7 1.093
15 H -4.4001 -2.4009 1.6378  C7 1.091
16 H -5.2469 -0.1901 1.0009  C8 1.090
17 H -3.4675 -0.1888 1.0312  C8 1.093
18 N 3.0533 0.4714 3.9825  C19 1.365, C22 1.365, H23 1.010
19 C 3.3312 1.5867 4.7192  N18 1.365, C20 1.369, H24 1.077
20 C 3.9598 1.1871 5.8677  C19 1.369, C21 1.426, H25 1.077
21 C 4.1000 -0.2301 5.7981  C20 1.426, C22 1.371, H26 1.077
22 C 3.5193 -0.6392 4.6252  N18 1.365, C21 1.371, H27 1.077
23 H 2.6216 0.5457 3.0725  N18 1.010
24 H 2.9926 2.5607 4.4068  C19 1.077
25 H 4.2935 1.7676 6.7118  C20 1.077
26 H 4.6291 -0.8492 6.5029  C21 1.077
27 H 3.3779 -1.5868 4.1327  C22 1.077
28 N -1.8052 1.1156 -3.0976  C29 1.360, C32 1.366, H33 1.010
29 C -2.1946 0.1980 -2.1727  N28 1.360, C30 1.370, H34 1.080
30 C -3.2109 -0.5498 -2.7069  C29 1.370, C31 1.433, H35 1.077
31 C -3.4480 -0.0287 -4.0205  C30 1.433, C32 1.366, H36 1.078
32 C -2.5742 1.0015 -4.2212  N28 1.366, C31 1.366, H37 1.077
33 H -0.9939 1.7049 -2.9759  N28 1.010
34 H -1.7317 0.2185 -1.1975  C29 1.080
35 H -3.7424 -1.3951 -2.3025  C30 1.077
36 H -4.1508 -0.4877 -4.6967  C31 1.078
37 H -2.3098 1.5762 -5.0930  C32 1.077
38 N 3.5571 -0.2503 -0.8104  C39 1.358, C42 1.372, H43 1.009
39 C 4.4308 0.3510 0.0385  N38 1.358, C40 1.374, H44 1.076
40 C 5.6725 0.3387 -0.5489  C39 1.374, C41 1.416, H45 1.077
41 C 5.5528 -0.3994 -1.7519  C40 1.416, C42 1.370, H46 1.079
42 C 4.2355 -0.7494 -1.8936  N38 1.372, C41 1.370, H47 1.076
43 H 2.6260 -0.5351 -0.5460  N38 1.009
44 H 4.1897 0.7480 1.0094  C39 1.076
45 H 6.5897 0.7045 -0.1183  C40 1.077
46 H 6.3136 -0.6300 -2.4812  C41 1.079
47 H 3.7425 -1.3845 -2.6088  C42 1.076
48 N 1.2066 1.6628 -2.2029  C49 1.365, C52 1.369, H53 1.007
49 C 1.6129 1.2833 -3.4500  N48 1.365, C50 1.374, H54 1.078
50 C 1.4410 2.3663 -4.2777  C49 1.374, C51 1.415, H55 1.078
51 C 0.9773 3.4460 -3.4897  C50 1.415, C52 1.377, H56 1.078
52 C 0.8046 2.9714 -2.2083  N48 1.369, C51 1.377, H57 1.078
53 H 1.2212 1.0593 -1.3971  N48 1.007
54 H 1.9175 0.2695 -3.6518  C49 1.078
55 H 1.6304 2.3497 -5.3389  C50 1.078
56 H 0.6828 4.4265 -3.8262  C51 1.078
57 H 0.5958 3.4780 -1.2801  C52 1.078
58 N -0.4519 3.5229 2.1523  C59 1.367, C62 1.368, H63 1.007
59 C 0.5316 4.4157 1.8281  N58 1.367, C60 1.372, H64 1.078
60 C 0.1334 5.6527 2.2690  C59 1.372, C61 1.419, H65 1.078
61 C -1.1549 5.4947 2.8425  C60 1.419, C62 1.370, H66 1.079
62 C -1.4763 4.1638 2.7937  N58 1.368, C61 1.370, H67 1.078
63 H -0.4432 2.5346 1.9581  N58 1.007
64 H 1.3415 4.0973 1.1923  C59 1.078
65 H 0.5593 6.6204 2.0566  C60 1.078
66 H -1.6880 6.2798 3.3557  C61 1.079
67 H -2.2489 3.5983 3.2887  C62 1.078
68 N -0.3558 -1.8735 -3.7182  C69 1.359, C72 1.370, H73 1.014
69 C -0.0311 -1.7652 -5.0338  N68 1.359, C70 1.378, H74 1.076
70 C 1.2370 -2.2801 -5.1932  C69 1.378, C71 1.411, H75 1.078
71 C 1.6727 -2.7298 -3.9284  C70 1.411, C72 1.379, H76 1.079
72 C 0.6602 -2.4783 -3.0264  N68 1.370, C71 1.379, H77 1.078
73 H -1.2119 -1.5753 -3.2632  N68 1.014
74 H -0.7021 -1.2974 -5.7326  C69 1.076
75 H 1.7584 -2.3256 -6.1357  C70 1.078
76 H 2.5920 -3.2216 -3.6511  C71 1.079
77 H 0.5839 -2.4836 -1.9508  C72 1.078
78 N -1.5321 -3.6664 1.0635  C79 1.367, C82 1.369, H83 1.009
79 C -2.0967 -4.8591 1.4211  N78 1.367, C80 1.367, H84 1.077
80 C -3.0710 -5.1636 0.5114  C79 1.367, C81 1.424, H85 1.077
81 C -3.1309 -4.0842 -0.4148  C80 1.424, C82 1.368, H86 1.077
82 C -2.1863 -3.1722 -0.0325  N78 1.369, C81 1.368, H87 1.079
83 H -0.7984 -3.1970 1.5720  N78 1.009
84 H -1.7434 -5.3822 2.2942  C79 1.077
85 H -3.6419 -6.0737 0.4311  C80 1.077
86 H -3.7701 -4.0448 -1.2810  C81 1.077
87 H -1.8768 -2.2187 -0.4314  C82 1.079

As for the HOMO-LUMO gap: 8.614 eV. Its total charge is -1. Its multiplicity is 1. The strongest force on any atom comes out at 1.4 eV/Å. As for the LUMO energy: 0.0978 Ha.

---

No. 2
Density functional theory data (ωB97M-V/def2-TZVPD) for a cluster of 2 separate species, CH4O2 in total.

Last columns: bonded neighbours and bond lengths (Å).
Positions of all 7 atoms, in Å:
1 C 0.5908 -0.6177 -0.0366  O3 1.296, H4 1.205, H5 1.158, H6 1.121
2 O -1.1650 1.4781 0.5462  H7 0.934
3 O -0.6769 -0.3812 -0.1625  C1 1.296
4 H 1.3172 0.3195 -0.2517  C1 1.205
5 H 0.9951 -1.1979 -0.9530  C1 1.158
6 H 0.8498 -1.2631 0.8430  C1 1.121
7 H -1.9110 1.6622 0.0147  O2 0.934

As for the HOMO-LUMO gap (spin up / spin down): 8.017 / 8.074 eV. Its total charge is 0. For the energy above the lowest of the compared OMol25 structures with the same formula, charge and spin, the calculation gives 5.052 eV. Its multiplicity is 1. The strongest force on any atom comes out at 4.7 eV/Å. As for the LUMO energy (spin up / spin down): -0.0955 / -0.0952 Ha.

---

No. 3
Density functional theory data (ωB97M-V/def2-TZVPD) for a cluster of 2 separate species, CH7PSi in total.

Last columns: bonded neighbours and bond lengths (Å).
Positions of all 10 atoms, in Å:
1 C 2.2146 -0.5092 -0.9577  P3 1.663, H4 1.043, H5 1.073
2 Si -1.5131 0.3687 1.2775  H6 1.482, H7 1.391, H8 1.564, H9 1.452
3 P 2.2318 -2.0360 -1.6180  C1 1.663, H10 1.408
4 H 3.0861 0.0383 -1.1289  C1 1.043
5 H 1.4682 0.1545 -0.5666  C1 1.073
6 H -0.0545 0.4996 1.5066  Si2 1.482
7 H -1.9460 1.0885 0.1692  Si2 1.391
8 H -1.8368 -1.0975 0.8394  Si2 1.564
9 H -2.2057 0.7077 2.5077  Si2 1.452
10 H 3.4780 -1.7456 -2.2055  P3 1.408

As for the HOMO-LUMO gap: 10.004 eV. Its total charge is 0. For the energy above the lowest of the compared OMol25 structures with the same formula, charge and spin, the calculation gives 2.274 eV. As for the SMILES: [SiH4].C=P. Its multiplicity is 1. The strongest force on any atom comes out at 2.7 eV/Å. As for the LUMO energy: 0.0076 Ha.